# 1
This record from the OMol25 dataset describes a structure of composition C51H95N7O9S. The level of theory is ωB97M-V/def2-TZVPD.

Max |F|   2.1 eV/Å
E   -3458.586110 Ha
LUMO energy   -0.402 eV
E_HOMO   -8.0 eV

Geometry (Å):
C: 1.5905 1.7260 1.2412
C: 1.4539 0.9939 0.1119
C: 2.3446 -0.2700 -0.0540
C: 2.5061 -0.6221 -1.5320
C: 1.9851 -1.7298 -2.1287
C: 1.2208 -2.6993 -1.2098
C: -0.2151 -2.1840 -0.9319
C: -1.0567 -1.9074 -2.1971
C: -1.8091 -3.1557 -2.7254
N: -3.1244 -3.3628 -2.0849
C: -4.0674 -2.2877 -2.4413
C: -3.6319 -4.5878 -2.7075
C: -4.4666 -4.5312 -3.9976
O: -3.3551 -5.6626 -2.2227
C: 2.1260 -2.0076 -3.5716
C: 1.4741 -3.2645 -4.1439
C: 0.7045 -3.0479 -5.4818
C: 2.5168 -4.4331 -4.1622
C: 2.0997 -5.6537 -5.0150
C: 1.0920 -6.5624 -4.2365
C: 2.8552 -1.1144 -4.3110
C: 3.0981 -1.2557 -5.7927
C: 3.7885 -2.2891 -6.4151
C: 3.9471 -2.2740 -7.7955
C: 3.4582 -1.2535 -8.5820
C: 2.7855 -0.1935 -7.9724
C: 2.6072 -0.2245 -6.6006
C: 3.4159 0.0559 -3.7029
N: 4.1349 1.0094 -4.3145
S: 4.5261 2.0794 -3.1703
N: 3.8011 1.4544 -1.8371
C: 3.2514 0.3381 -2.3055
H: 1.7971 2.7983 1.1729
H: 1.5122 1.2073 2.2196
H: 0.7642 1.2308 -0.7052
H: 3.3447 -0.0932 0.3567
H: 1.8701 -1.0705 0.5312
H: 1.7556 -2.8140 -0.2567
H: 1.2005 -3.7154 -1.6367
H: -0.7679 -2.8827 -0.2841
H: -0.1172 -1.2306 -0.3899
H: -1.7711 -1.1129 -1.9325
H: -0.4757 -1.5155 -3.0461
H: -1.1566 -4.0381 -2.6887
H: -2.0022 -2.9477 -3.8048
H: -3.9624 -1.9252 -3.4820
H: -3.8500 -1.4166 -1.8006
H: -5.1038 -2.5625 -2.2093
H: -4.5665 -5.5241 -4.4471
H: -5.4740 -4.1549 -3.7710
H: -4.0237 -3.8695 -4.7580
H: 0.7203 -3.5750 -3.4079
H: 1.3510 -3.3705 -6.3099
H: 0.5655 -1.9684 -5.6468
H: -0.2540 -3.5805 -5.5083
H: 3.5339 -4.0905 -4.3836
H: 2.5675 -4.7951 -3.1179
H: 1.7660 -5.4083 -6.0292
H: 3.0121 -6.2635 -5.1357
H: 1.0396 -6.2825 -3.1736
H: 0.1008 -6.6158 -4.7040
H: 1.4883 -7.5916 -4.2366
H: 4.2183 -3.0967 -5.8313
H: 4.4783 -3.1000 -8.2714
H: 3.5694 -1.2220 -9.6673
H: 2.4040 0.6538 -8.5438
H: 2.0544 0.6041 -6.1500
C: -0.9910 2.0104 -3.1205
O: -2.1773 1.5004 -2.5340
C: -2.6049 2.2118 -1.3760
C: -3.8359 3.0567 -1.6582
N: -3.5247 4.1897 -2.5233
C: -4.6932 4.8599 -3.0966
C: -5.6640 4.0424 -3.9518
O: -5.1488 3.6279 -5.2043
C: -4.3125 2.4863 -5.1640
H: -0.6164 1.2596 -3.8176
H: -1.1838 2.9274 -3.6857
H: -0.2204 2.1992 -2.3679
H: -1.7940 2.8049 -0.9428
H: -2.8837 1.4509 -0.6396
H: -4.2393 3.4289 -0.7108
H: -4.5846 2.3947 -2.1099
H: -2.9407 3.8715 -3.2845
H: -4.3074 5.6691 -3.7220
H: -5.2543 5.3308 -2.2824
H: -6.5040 4.7008 -4.1879
H: -6.0924 3.1923 -3.4084
H: -4.6339 1.7633 -4.4102
H: -3.2735 2.7786 -4.9909
H: -4.3501 2.0066 -6.1425
C: 2.6238 8.5089 0.0322
O: 1.3754 8.8710 0.5927
C: 0.3524 9.1201 -0.3660
C: -0.6757 8.0021 -0.3937
N: -0.1217 6.7768 -0.9589
C: -0.9327 5.5783 -0.7320
C: -1.2513 5.1688 0.7081
O: -0.1405 4.6945 1.4498
C: 0.7016 5.7019 1.9795
H: 3.3764 8.5957 0.8156
H: 2.6223 7.4727 -0.3197
H: 2.9007 9.1748 -0.7900
H: 0.7664 9.3145 -1.3598
H: -0.1540 10.0327 -0.0371
H: -1.5329 8.3189 -0.9957
H: -1.0198 7.8546 0.6371
H: 0.7940 6.6168 -0.5621
H: -0.3918 4.7486 -1.1970
H: -1.8723 5.6871 -1.2819
H: -1.9417 4.3221 0.6479
H: -1.7833 5.9506 1.2624
H: 0.1444 6.5891 2.2887
H: 1.4759 5.9724 1.2569
H: 1.2115 5.2904 2.8521
C: 0.3654 0.0495 4.6147
O: 0.8343 1.3489 4.9366
C: -0.1693 2.3606 4.8574
C: -0.5940 2.8331 6.2368
N: -1.3545 1.8081 6.9449
C: -1.5242 2.0526 8.3776
C: -0.2766 2.2048 9.2510
O: 0.4724 1.0158 9.4302
C: 1.3340 0.6778 8.3579
H: 1.2329 -0.5914 4.4540
H: -0.2170 -0.3775 5.4377
H: -0.2358 0.0532 3.6992
H: -1.0251 2.0423 4.2553
H: 0.2975 3.2050 4.3410
H: -1.2116 3.7308 6.1337
H: 0.3188 3.1086 6.7785
H: -0.8902 0.9177 6.8318
H: -2.0959 1.2068 8.7686
H: -2.1511 2.9418 8.5032
H: -0.6252 2.4804 10.2499
H: 0.3713 3.0253 8.9219
H: 1.7676 1.5594 7.8805
H: 0.8066 0.0678 7.6203
H: 2.1441 0.0663 8.7568
C: 2.1349 -6.4792 8.0540
O: 2.0565 -6.9878 6.7351
C: 0.7350 -7.2949 6.3028
C: 0.2268 -6.2846 5.2887
N: -0.0263 -4.9859 5.9045
C: -0.2087 -3.8861 4.9572
C: 0.9158 -3.5725 3.9669
O: 2.0832 -3.0231 4.5534
C: 2.9543 -3.9613 5.1603
H: 3.1782 -6.5250 8.3653
H: 1.8149 -5.4337 8.1026
H: 1.5391 -7.0775 8.7488
H: 0.0472 -7.4034 7.1465
H: 0.7985 -8.2667 5.8041
H: -0.7011 -6.6582 4.8454
H: 0.9801 -6.2175 4.4946
H: 0.7481 -4.7531 6.5107
H: -0.3756 -2.9880 5.5583
H: -1.1310 -4.0653 4.3947
H: 0.5354 -2.7968 3.2952
H: 1.1652 -4.4265 3.3270
H: 2.9789 -4.9118 4.6228
H: 2.6752 -4.1225 6.2043
H: 3.9587 -3.5370 5.1602


# 2
This record from the OMol25 dataset describes a cluster of 5 separate species, C51H96BBrN7O10 in total. The level of theory is ωB97M-V/def2-TZVPD.

Max |F|   3.2 eV/Å
E   -5734.798073 Ha
Total charge   +1
LUMO energy (spin up / spin down)   -3.488 / -3.488 eV
Spin multiplicity   5
E_HOMO (spin up / spin down)   -9.1 / -9.9 eV

Geometry (Å):
C: 4.5243 6.5907 -0.2008
C: 5.3377 5.7993 0.2153
C: 6.0478 4.6087 0.8534
C: 7.2472 5.2452 1.6535
N: 7.9246 4.2377 2.4858
C: 6.7153 3.6533 -0.1993
N: 6.1544 2.2629 -0.1098
C: 6.8093 1.4209 0.9634
B: 7.4731 0.0453 0.4241
O: 6.6612 -0.8750 -0.2538
O: 8.8132 -0.2575 0.6403
C: 4.6544 2.2904 0.0106
Br: 3.9843 3.2164 -1.6190
O: 4.2331 0.9167 0.0090
C: 3.4151 0.5988 -1.0176
N: 2.9887 -0.0049 -1.9086
C: 4.2051 3.1395 1.2489
C: 3.5488 2.3585 2.4205
C: 2.1465 2.9391 2.9076
C: 1.0175 1.9234 2.4741
C: -0.2416 2.7401 2.0751
O: -1.0498 2.9885 2.9325
O: -0.4567 3.2120 0.7883
C: -0.2669 4.6584 0.7415
C: 1.0771 4.9356 -0.0219
O: 5.2550 3.9465 1.8228
H: 3.8573 7.4329 -0.3741
H: 7.9292 5.8279 1.0076
H: 6.7585 5.9733 2.3465
H: 8.8784 4.5718 2.6225
H: 7.5028 4.1879 3.4096
H: 6.7118 4.0569 -1.2316
H: 7.7918 3.5566 0.0616
H: 6.3499 1.8116 -1.0149
H: 6.0662 1.1592 1.7533
H: 7.6042 1.9835 1.5037
H: 5.9065 -1.0390 0.3404
H: 8.8397 -0.8060 1.4453
H: 3.4510 3.8713 0.8827
H: 3.4163 1.2743 2.2636
H: 4.2241 2.4649 3.3015
H: 2.1858 2.9599 4.0141
H: 2.0014 3.9663 2.5219
H: 0.7273 1.3344 3.3644
H: 1.3414 1.2180 1.6846
H: -0.1324 5.0242 1.7758
H: -1.1021 5.1432 0.2047
H: 1.7876 5.5574 0.5646
H: 1.5603 3.9511 -0.1726
H: 0.9323 5.3900 -1.0209
C: 11.3866 0.8030 5.1999
C: 11.6915 2.2264 4.6724
C: 13.2105 2.4040 4.5355
C: 13.9217 2.5570 5.8774
C: 13.2834 3.6653 6.7118
C: 11.7638 3.5126 6.8685
N: 11.0786 3.2519 5.5678
O: 11.0158 4.3869 4.9033
C: 11.4522 2.3760 7.8650
C: 11.2131 4.7689 7.5610
C: 11.0606 2.2554 3.2760
H: 11.3637 0.0782 4.3842
H: 12.1373 0.4325 5.8958
H: 10.4102 0.7596 5.6869
H: 13.4264 3.2887 3.9261
H: 13.6349 1.5532 3.9955
H: 13.9115 1.6129 6.4296
H: 14.9744 2.7921 5.7051
H: 13.7553 3.6918 7.6970
H: 13.5112 4.6275 6.2405
H: 10.3785 2.1801 7.9093
H: 11.7734 2.6502 8.8709
H: 11.9606 1.4415 7.6393
H: 11.4689 5.6849 7.0275
H: 11.6335 4.8641 8.5630
H: 10.1262 4.7212 7.6594
H: 9.9762 2.1202 3.3370
H: 11.4617 1.4537 2.6539
H: 11.2608 3.1852 2.7409
C: -6.5985 2.0118 -0.2779
C: -6.1011 0.5797 0.0376
C: -6.2740 0.2992 1.5377
C: -5.2577 1.0345 2.4090
C: -3.8325 0.7655 1.9324
C: -3.6297 1.0386 0.4360
N: -4.6862 0.4127 -0.4088
O: -4.4323 -0.8760 -0.4851
C: -3.5878 2.5624 0.1824
C: -2.2217 0.5587 0.0370
C: -7.0511 -0.3306 -0.7520
H: -7.6778 2.0267 -0.4351
H: -6.4127 2.7196 0.5293
H: -6.1427 2.3989 -1.1911
H: -6.1791 -0.7764 1.7269
H: -7.2849 0.5737 1.8504
H: -5.4595 2.1095 2.4136
H: -5.3623 0.7052 3.4458
H: -3.1359 1.3723 2.5171
H: -3.5853 -0.2791 2.1539
H: -3.5518 2.7768 -0.8888
H: -2.6980 3.0073 0.6300
H: -4.4293 3.1034 0.6093
H: -2.0546 -0.4930 0.2753
H: -1.4592 1.1207 0.5711
H: -2.0443 0.6983 -1.0318
H: -6.9650 -0.1499 -1.8266
H: -8.0882 -0.1435 -0.4681
H: -6.8699 -1.3877 -0.5682
C: -8.9514 -6.4725 -0.0611
C: -7.9014 -6.9362 -1.1002
C: -6.8222 -7.7725 -0.3974
C: -5.8699 -6.9366 0.4532
C: -5.2728 -5.7918 -0.3600
C: -6.3278 -4.9348 -1.0725
N: -7.3271 -5.7574 -1.8160
O: -6.7535 -6.1892 -2.9179
C: -7.0451 -4.0308 -0.0497
C: -5.6070 -3.9402 -1.9959
C: -8.6911 -7.8452 -2.0533
H: -9.7058 -7.2427 0.1054
H: -8.5244 -6.2673 0.9200
H: -9.4820 -5.5816 -0.4023
H: -6.2329 -8.3179 -1.1431
H: -7.2951 -8.5325 0.2303
H: -6.3832 -6.5467 1.3372
H: -5.0654 -7.5735 0.8298
H: -4.6663 -5.1612 0.2957
H: -4.5821 -6.2152 -1.0975
H: -7.8703 -3.4911 -0.5199
H: -6.3573 -3.2845 0.3531
H: -7.4350 -4.5644 0.8148
H: -4.9478 -4.4367 -2.7099
H: -4.9814 -3.2630 -1.4117
H: -6.3220 -3.3319 -2.5545
H: -9.4791 -7.2864 -2.5641
H: -9.1640 -8.6564 -1.4977
H: -8.0599 -8.3150 -2.8085
C: -8.7268 -4.0433 -6.0349
C: -7.2268 -3.8625 -6.3725
C: -6.6972 -2.5977 -5.6821
C: -7.1807 -1.3054 -6.3364
C: -6.8898 -1.3082 -7.8349
C: -7.4106 -2.5602 -8.5544
N: -7.0311 -3.8210 -7.8541
O: -5.7618 -4.0557 -8.1050
C: -8.9450 -2.4796 -8.6997
C: -6.9032 -2.5387 -10.0046
C: -6.5533 -5.0903 -5.7446
H: -8.8540 -4.5539 -5.0786
H: -9.2630 -3.0995 -5.9347
H: -9.2330 -4.6522 -6.7863
H: -5.6013 -2.6024 -5.6916
H: -6.9912 -2.6017 -4.6294
H: -8.2503 -1.1596 -6.1583
H: -6.6796 -0.4526 -5.8703
H: -7.3244 -0.4132 -8.2885
H: -5.8066 -1.2247 -7.9770
H: -9.3458 -3.4078 -9.1125
H: -9.2238 -1.6740 -9.3817
H: -9.4642 -2.2684 -7.7676
H: -5.8167 -2.4672 -10.0646
H: -7.3029 -1.6715 -10.5335
H: -7.2185 -3.4332 -10.5460
H: -6.9163 -6.0136 -6.2033
H: -6.7702 -5.1438 -4.6776
H: -5.4658 -5.0698 -5.8338


Question: Among the records above, which one has the lowest max |F|?
Answer: C51H95N7O9S